Here is a 2-piece molecular cluster, C2H7B overall at a distorted geometry from OMol25. Energies are from ωB97M-V with the def2-TZVPD basis set.

Calculated values
M in g/mol: 41.9
Max |F| in eV/A: 5.518
Multiplicity: 3
ΔE to the lowest compared entry with this formula, charge and spin in kcal/mol: 24.6
Gap between HOMO and LUMO (spin up / spin down) in eV: 6.5 / 9.5
E_tot in eV: -2856.8307

```
10
C2H7B (ωB97M-V with the def2-TZVPD basis set)
B 0.27 -0.12 -0.20
C 1.93 0.20 0.06
C -2.20 0.12 0.17
H 0.04 -1.06 -0.90
H -2.34 0.78 -0.63
H 2.52 0.47 -0.74
H 2.04 1.10 0.74
H 2.29 -0.71 0.37
H -2.48 -0.93 -0.15
H -2.57 0.66 1.06
```

Atom charges from the natural (NBO) analysis, given in e for atoms 1 to 4: atom 1 (B): 0.522, atom 2 (C): -1.051, atom 3 (C): -0.501, atom 4 (H): -0.160